Here is a 5-piece molecular cluster, H12NO4 overall from the OMol25 dataset. Energies are from ωB97M-V/def2-TZVPD.

* E_LUMO: -2.95 eV
* net charge: +1
* relative energy (zero: lowest compared OMol25 entry of this formula, charge and spin): 14.7 kcal/mol

Last column: natural (NBO) charge in e.
Cartesian coordinates (Å):
1 N -0.228 -0.053 -0.846  -0.89
2 H -0.511 -0.991 -0.558  0.47
3 H 0.157 0.502 -0.073  0.47
4 H 0.514 -0.079 -1.562  0.47
5 H -0.947 0.547 -1.251  0.45
6 H 0.359 -0.362 3.421  0.48
7 H 0.480 -1.885 3.425  0.48
8 O 0.298 -1.136 2.852  -0.96
9 H 0.757 3.213 0.678  0.50
10 H 0.115 2.383 1.791  0.49
11 O 0.334 2.371 0.864  -0.98
12 H 1.359 0.881 -3.727  0.49
13 H 1.950 1.830 -2.767  0.50
14 O 1.244 1.169 -2.818  -0.97
15 H -1.414 -2.703 0.756  0.48
16 H -2.528 -3.216 -0.167  0.50
17 O -1.940 -2.470 -0.017  -0.98

---

Here is C4H6S in the gas phase from the OMol25 dataset. Energies are from ωB97M-V/def2-TZVPD.

* E_LUMO: 0.13 eV
* SMILES: S=CC1CC1
* relative energy (zero: lowest compared OMol25 entry of this formula, charge and spin): 34.7 kcal/mol

Last column: natural (NBO) charge in e.
Cartesian coordinates (Å):
1 S 0.369 1.293 -1.524  0.03
2 C 0.143 0.595 -0.100  -0.24
3 C -0.204 -0.735 0.179  -0.33
4 C -1.009 -1.059 1.403  -0.38
5 C 0.329 -1.384 1.432  -0.37
6 H 0.409 1.146 0.851  0.17
7 H -0.358 -1.282 -0.761  0.24
8 H -1.676 -1.860 1.393  0.22
9 H -1.304 -0.283 2.092  0.21
10 H 0.831 -0.531 1.887  0.21
11 H 0.638 -2.373 1.444  0.23

---

Here is C11H16O2 in the gas phase from the OMol25 dataset. Energies are from ωB97M-V/def2-TZVPD.

* E_LUMO: 0.99 eV
* SMILES: CCCOc1ccccc1OCC
* relative energy (zero: lowest compared OMol25 entry of this formula, charge and spin): 51.1 kcal/mol

Last column: natural (NBO) charge in e.
Cartesian coordinates (Å):
1 C -2.991 -0.834 -0.406  -0.62
2 C -2.243 -1.829 0.458  -0.43
3 C -0.823 -1.452 0.851  -0.06
4 O -0.033 -1.221 -0.292  -0.55
5 C 1.265 -0.701 -0.094  0.23
6 C 2.293 -1.529 -0.446  -0.23
7 C 3.610 -1.057 -0.375  -0.24
8 C 3.785 0.164 0.203  -0.21
9 C 2.757 1.079 0.544  -0.23
10 C 1.479 0.643 0.292  0.25
11 O 0.460 1.511 0.558  -0.53
12 C -0.421 1.775 -0.535  -0.07
13 C -1.604 2.728 -0.109  -0.64
14 H -3.953 -1.227 -0.807  0.22
15 H -3.248 0.140 0.137  0.19
16 H -2.124 -0.598 -1.193  0.22
17 H -2.124 -2.677 -0.264  0.21
18 H -2.827 -2.164 1.308  0.21
19 H -0.484 -2.396 1.505  0.17
20 H -0.651 -0.553 1.520  0.19
21 H 2.089 -2.562 -0.705  0.23
22 H 4.321 -1.756 -0.848  0.23
23 H 4.863 0.690 -0.096  0.21
24 H 2.909 2.056 1.066  0.24
25 H -0.730 0.786 -0.818  0.19
26 H 0.183 2.110 -1.418  0.17
27 H -1.249 3.803 0.172  0.22
28 H -2.446 2.919 -0.868  0.23
29 H -2.061 2.152 0.659  0.21

---

Here is C3H8N2O in the gas phase from the OMol25 dataset. Energies are from ωB97M-V/def2-TZVPD.

* E_LUMO: 0.96 eV
* SMILES: CCC(=O)NN
* relative energy (zero: lowest compared OMol25 entry of this formula, charge and spin): 30.8 kcal/mol

Last column: natural (NBO) charge in e.
Cartesian coordinates (Å):
1 C 1.891 0.361 0.499  -0.60
2 C 1.046 -0.388 -0.531  -0.49
3 C -0.355 -0.592 0.008  0.65
4 O -0.654 -1.388 0.877  -0.63
5 N -1.297 0.187 -0.575  -0.47
6 N -2.549 0.414 0.069  -0.66
7 H 2.915 0.461 0.145  0.21
8 H 1.490 1.355 0.684  0.20
9 H 1.901 -0.188 1.437  0.22
10 H 1.021 0.154 -1.479  0.21
11 H 1.480 -1.377 -0.703  0.23
12 H -1.134 1.121 -0.978  0.39
13 H -2.486 -0.023 0.992  0.37
14 H -3.270 -0.096 -0.445  0.35

---

Going through the records in order, we get max |F| values of 1.127, 3.933, 5.717, 2.753 eV/A.
Going through the records in order, we get HOMO energy values of -14.98, -8.58, -8.86, -9.51 eV.